DFT (ωB97M-V/def2-TZVPD) results for 2 unconnected molecules or ions with the total composition C8H10ClN3O3 in a non-equilibrium geometry.

Geometry (Å):
N  -3.942  -0.164  -0.623
C  -2.607  -0.511  -0.303
C  -2.014  -0.407  0.929
C  -0.679  -0.732  1.111
C  0.060  -1.211  0.020
N  1.332  -1.731  0.317
C  2.311  -1.511  0.927
O  3.317  -1.323  1.460
C  -0.533  -1.287  -1.243
C  -1.846  -0.859  -1.424
H  -4.614  0.149  -0.018
H  -4.303  -0.709  -1.434
H  -2.676  -0.037  1.661
H  -0.264  -0.662  2.129
H  0.152  -1.611  -1.973
H  -2.458  -0.801  -2.264
O  0.925  1.918  -0.660
N  1.650  1.209  0.313
O  1.461  1.866  1.566
C  3.034  1.120  -0.013
Cl  3.102  0.174  -1.558
H  0.013  1.709  -0.652
H  1.618  2.784  1.260
H  3.479  2.027  -0.246
H  3.483  0.597  0.718

Results
- Charge: 0
- Energy: -1160.89253 a.u.
- SMILES: Nc1ccc(N=C=O)cc1.ON(O)CCl
- HOMO: -0.2933 Eh
- Kohn-Sham gap: 8.7 eV

***

DFT (ωB97M-V/def2-TZVPD) results for a single C4H6N2O molecule.

Geometry (Å):
C  2.274  0.156  0.256
C  0.934  0.030  0.052
N  0.314  -0.716  -0.930
C  -1.092  -0.675  -0.760
C  -1.326  0.193  0.238
O  -2.448  0.752  0.743
N  -0.114  0.587  0.789
H  2.953  0.353  -0.559
H  2.666  0.237  1.257
H  0.818  -1.521  -1.259
H  -1.768  -1.278  -1.344
H  -3.207  0.419  0.247
H  -0.004  1.464  1.271

Results
- Charge: 0
- Energy: -340.71388 a.u.
- SMILES: C=C1NC=C(O)N1
- HOMO: -0.2406 Eh
- Kohn-Sham gap: 7.1 eV

***

DFT (ωB97M-V/def2-TZVPD) results for a molecular structure, C26H25N2O4S2V in a non-equilibrium geometry.

Geometry (Å):
V  0.554  0.549  0.000
C  2.904  -1.841  1.126
C  2.347  -0.823  2.044
N  1.621  0.192  1.641
C  1.208  0.988  2.685
C  1.659  0.576  3.905
S  2.605  -0.849  3.751
C  0.328  2.086  2.335
C  -0.239  3.054  3.111
S  -1.235  4.080  2.158
C  -0.857  3.154  0.759
N  -0.040  2.157  1.012
C  -1.365  3.450  -0.595
H  2.540  -1.681  0.106
H  2.624  -2.846  1.438
H  3.995  -1.798  1.131
H  1.469  1.018  4.863
H  -0.133  3.204  4.168
H  -2.149  4.200  -0.571
H  -1.738  2.536  -1.066
H  -0.542  3.829  -1.206
C  2.679  1.737  -3.606
C  1.449  1.175  -2.884
C  0.185  1.769  -3.516
C  1.487  1.255  -1.426
C  1.418  -0.370  -2.909
C  0.399  -1.057  -3.573
C  0.458  -2.432  -3.704
C  1.485  -3.154  -3.117
C  2.490  -2.489  -2.435
C  2.467  -1.106  -2.330
H  2.732  2.810  -3.438
H  2.585  1.562  -4.676
H  3.600  1.271  -3.265
H  0.202  2.849  -3.402
H  -0.719  1.363  -3.064
H  0.196  1.554  -4.582
H  2.469  1.567  -1.018
H  -0.413  -0.539  -4.054
H  -0.303  -2.933  -4.279
H  1.508  -4.228  -3.206
H  3.309  -3.048  -2.008
H  3.304  -0.597  -1.865
O  -2.004  -1.426  -1.786
C  -1.742  -0.926  -0.722
O  -0.780  0.000  -0.627
C  -2.371  -1.241  0.574
C  -3.479  -2.094  0.628
C  -4.119  -2.387  1.824
C  -3.630  -1.793  2.973
O  -4.069  -1.868  4.234
C  -3.256  -1.014  5.014
O  -2.222  -0.501  4.180
C  -2.504  -0.949  2.928
C  -1.864  -0.667  1.757
H  -3.846  -2.523  -0.290
H  -4.975  -3.039  1.858
H  -2.817  -1.574  5.852
H  -3.864  -0.179  5.400
H  -1.004  -0.016  1.766

Results
- Charge: +2
- Energy: -3156.02896 a.u.
- HOMO (spin up / spin down): -0.4978 / -0.4978 Eh
- Kohn-Sham gap (spin up / spin down): 6.2 / 6.2 eV

***

DFT (ωB97M-V/def2-TZVPD) results for 2 unconnected molecules or ions with the total composition C5H14NO in a non-equilibrium geometry.

Geometry (Å):
C  0.710  -1.736  -0.546
C  -0.061  -0.643  0.199
N  0.345  0.717  -0.281
C  -0.867  1.536  0.200
C  -2.007  0.661  -0.319
C  -1.553  -0.796  0.068
H  1.701  -1.379  -0.850
H  0.289  -2.222  -1.418
H  1.074  -2.476  0.192
H  0.277  -0.704  1.238
H  0.226  0.811  -1.293
H  1.334  0.957  0.050
H  -0.826  1.542  1.284
H  -0.820  2.556  -0.175
H  -2.917  1.094  0.110
H  -2.136  0.729  -1.402
H  -1.778  -1.314  -0.858
H  -2.144  -1.122  0.921
H  3.021  -0.211  1.168
H  3.440  1.307  0.783
O  2.691  0.695  0.931

Results
- Charge: 0
- Multiplicity: 2
- Energy: -328.75634 a.u.
- HOMO (spin up / spin down): -0.0994 / -0.4177 Eh
- Kohn-Sham gap (spin up / spin down): 3.3 / 11.9 eV

***

DFT (ωB97M-V/def2-TZVPD) results for a molecular structure, C21H39FeNP2 in a non-equilibrium geometry.

Geometry (Å):
P  -2.216  0.880  0.028
P  1.656  -1.546  1.332
C  0.044  -0.986  -1.735
C  1.084  -1.588  -1.123
H  -0.411  0.008  -1.702
H  -0.783  -1.626  -2.020
H  0.806  -2.630  -0.879
H  2.140  -1.296  -1.236
C  2.952  -0.464  1.889
H  3.213  -0.791  2.909
H  2.682  0.608  1.862
H  3.846  -0.578  1.245
C  2.419  -3.158  1.176
H  3.373  -3.082  0.637
H  1.760  -3.833  0.601
H  2.545  -3.463  2.232
C  -2.677  2.651  0.205
H  -3.432  2.751  0.986
H  -3.042  3.090  -0.732
H  -1.785  3.204  0.533
C  -3.634  0.098  -0.862
H  -3.306  -0.784  -1.445
H  -4.137  0.785  -1.568
H  -4.365  -0.187  -0.088
Fe  0.186  1.472  -1.296
C  1.413  0.668  -3.047
C  1.889  1.577  -2.096
C  1.772  3.065  -2.268
C  0.416  3.537  -2.854
C  -0.659  2.772  -2.157
C  -1.332  1.639  -2.702
C  -0.977  0.961  -3.973
C  0.573  0.912  -4.245
C  -2.278  0.336  1.746
H  1.962  -0.291  -3.150
H  2.554  1.230  -1.286
H  2.535  3.435  -2.977
H  1.882  3.491  -1.242
H  0.220  4.615  -2.652
H  0.354  3.402  -3.944
H  -1.074  3.346  -1.335
H  -2.364  1.394  -2.427
H  -1.445  1.467  -4.865
H  -1.371  -0.074  -3.919
H  0.677  0.028  -4.892
H  0.857  1.785  -4.855
H  -1.342  0.304  2.281
H  -2.720  -0.650  1.710
H  -2.988  1.013  2.224
C  0.959  0.366  4.056
C  0.740  -1.090  3.945
C  0.365  -1.997  4.928
C  -0.112  -3.177  4.271
C  0.006  -2.970  2.902
C  -0.599  -3.670  1.757
N  0.594  -1.717  2.700
H  0.759  0.892  3.111
H  1.979  0.599  4.387
H  0.269  0.788  4.809
H  0.392  -1.815  6.006
H  -0.464  -4.097  4.726
H  0.114  -4.255  1.175
H  -1.360  -4.376  2.132
H  -1.116  -2.975  1.069

Results
- Charge: 0
- Multiplicity: 5
- Energy: -2824.36246 a.u.
- HOMO (spin up / spin down): -0.1519 / -0.2435 Eh
- Kohn-Sham gap (spin up / spin down): 4.8 / 7.0 eV

***

DFT (ωB97M-V/def2-TZVPD) results for a molecular structure, C43H39ClIrN4O5PS in a non-equilibrium geometry.

Geometry (Å):
Ir  -0.410  0.099  0.307
Cl  3.595  -0.214  0.008
C  3.914  1.473  -0.188
C  5.248  1.869  -0.200
C  5.570  3.203  -0.347
C  4.557  4.147  -0.476
C  3.236  3.746  -0.445
C  2.879  2.397  -0.295
P  1.082  2.022  -0.393
C  0.436  3.508  0.445
C  0.819  3.703  1.773
C  0.414  4.836  2.458
C  -0.378  5.785  1.823
C  -0.754  5.600  0.503
C  -0.345  4.466  -0.190
C  0.724  2.280  -2.161
C  1.728  2.496  -3.102
C  1.403  2.671  -4.442
C  0.078  2.643  -4.850
C  -0.928  2.425  -3.916
C  -0.608  2.239  -2.583
H  6.015  1.115  -0.093
H  6.608  3.506  -0.359
H  4.794  5.195  -0.598
H  2.464  4.496  -0.548
H  1.451  2.977  2.270
H  0.724  4.983  3.484
H  -0.691  6.673  2.357
H  -1.360  6.342  0.000
H  -0.632  4.343  -1.225
H  2.768  2.523  -2.807
H  2.192  2.834  -5.164
H  -0.170  2.786  -5.894
H  -1.966  2.384  -4.222
H  -1.405  2.004  -1.887
S  -0.333  0.609  2.431
C  -1.704  1.698  2.117
C  -2.475  2.379  3.033
C  -3.580  3.071  2.550
C  -3.863  3.036  1.196
C  -3.031  2.323  0.341
N  -1.958  1.679  0.789
H  -2.233  2.349  4.086
H  -4.218  3.618  3.232
H  -4.721  3.554  0.789
H  -3.229  2.254  -0.718
C  1.481  -1.526  -4.484
N  0.316  -1.157  -3.698
C  -0.996  -1.349  -4.306
C  0.439  -0.730  -2.463
O  -0.555  -0.449  -1.756
H  1.470  -0.986  -5.431
H  1.473  -2.598  -4.684
H  2.389  -1.271  -3.941
H  -1.047  -0.779  -5.234
H  -1.767  -1.002  -3.623
H  -1.152  -2.406  -4.521
H  1.461  -0.652  -2.085
C  2.038  -2.863  1.876
O  1.469  -1.588  1.539
C  0.686  -1.579  0.434
O  0.587  -2.539  -0.286
H  2.679  -2.682  2.734
H  2.617  -3.261  1.044
H  1.247  -3.566  2.130
O  -1.756  -2.417  2.059
C  -2.371  -2.150  1.053
N  -3.445  -2.786  0.517
C  -3.971  -2.130  -0.663
C  -3.049  -0.893  -0.724
O  -3.180  0.015  -1.520
N  -2.069  -1.068  0.202
C  -3.692  -2.892  -1.960
C  -2.825  -3.975  -1.991
C  -2.541  -4.608  -3.197
C  -3.111  -4.154  -4.375
C  -3.966  -3.058  -4.349
C  -4.254  -2.430  -3.148
C  -5.440  -1.792  -0.473
C  -5.850  -0.554  0.006
C  -7.192  -0.310  0.261
C  -8.137  -1.300  0.040
C  -7.735  -2.537  -0.443
C  -6.394  -2.779  -0.702
H  -3.924  -3.519  1.011
H  -2.359  -4.320  -1.078
H  -1.873  -5.460  -3.208
H  -2.897  -4.655  -5.311
H  -4.419  -2.700  -5.264
H  -4.922  -1.578  -3.127
H  -5.123  0.230  0.176
H  -7.502  0.660  0.630
H  -9.183  -1.108  0.239
H  -8.466  -3.314  -0.626
H  -6.088  -3.740  -1.100

Results
- Charge: +1
- Multiplicity: 2
- Energy: -3561.21468 a.u.
- HOMO (spin up / spin down): -0.4022 / -0.4023 Eh
- Kohn-Sham gap (spin up / spin down): 8.5 / 6.0 eV